Below is a cluster of 8 separate species, C24H72O32P8 in total at a distorted geometry, with properties calculated with ωB97M-V/def2-TZVPD.

Computed properties:
HOMO energy (alpha / beta) (hartree): 0.0140 / -0.2969
Charge: -1
Multiplicity: 2
Kohn-Sham gap (alpha / beta) (Ha): 0.056 / 0.366
Lowest unoccupied orbital energy (alpha / beta) (eV): 1.91 / 1.88
Expectation value of S²: 0.750
Energy relative to the best compared isomer or geometry (same formula, charge and spin) (kJ/mol): 298.3

CARTESIAN COORDINATES (ANGSTROEM)
O -0.702 -4.940 -6.025
H -3.771 -3.450 9.512
P 0.434 0.799 0.957
H 2.603 6.664 -2.351
O 4.749 1.761 6.843
H -1.773 -2.241 0.576
P -1.399 3.807 -3.266
H 1.119 3.144 0.219
O -2.416 3.496 -4.482
H -2.392 -4.382 9.981
H 0.227 -0.785 5.494
O -0.519 4.985 -3.416
C 2.085 2.647 0.132
O 0.213 -4.486 -8.408
H 1.667 -7.958 -7.612
O 0.554 -0.036 2.332
H 0.981 -6.960 -8.631
O 0.174 -4.129 1.676
H 1.233 7.580 -1.752
P -1.140 -2.166 7.547
H -0.414 -7.471 -1.460
H 1.058 0.898 -1.678
H 1.547 -4.177 -4.253
C -1.777 0.113 -6.714
H -1.252 4.088 -6.124
C -2.276 4.156 -5.757
C -3.024 2.878 -1.309
C -2.682 -3.458 9.481
O 2.925 3.107 5.463
H -0.615 -5.867 -2.046
H -3.818 -0.047 -1.732
C 0.599 -0.083 -1.555
C 0.093 -6.508 -1.521
H 0.137 -2.142 4.583
H 2.682 -6.590 -8.269
O 0.205 -2.429 8.071
O -0.149 5.641 0.637
H 1.814 -2.500 -4.400
C -1.829 -5.615 -6.590
H -2.876 3.545 -6.431
H -3.314 3.229 -0.319
O -3.471 -0.152 -3.812
H -3.088 -0.434 6.381
H 6.129 3.356 7.067
H 2.285 3.407 3.605
H 0.534 2.807 8.545
H -0.342 0.000 -2.098
H 0.685 1.130 8.001
O -1.970 -2.120 -3.445
H -2.298 -3.869 -2.691
H 3.221 -3.077 -1.237
H -2.181 -2.718 10.105
H -1.116 0.977 -6.784
H -1.635 -6.038 -7.575
O 0.318 -0.355 -0.197
H -2.216 2.147 -1.338
H -0.876 -3.832 -3.682
C 1.728 -6.894 -7.840
H 1.204 2.320 4.543
O 0.544 -5.933 -0.318
O 1.266 -3.362 -6.250
P 1.078 6.695 0.881
H 1.339 4.127 4.885
H -2.466 -3.766 -4.486
H -3.864 -0.813 7.979
H -0.109 4.269 2.249
H 1.456 1.582 9.503
P -2.703 -1.258 -4.680
C 5.746 2.630 6.349
O -2.456 3.963 -2.035
P 3.117 1.838 6.450
H -2.990 0.748 7.477
O -1.522 -0.561 -5.554
H -2.588 5.200 -5.728
H -2.837 -3.801 0.653
O -0.719 1.768 0.897
O -1.362 -2.229 5.945
O 1.729 6.095 2.253
C -1.895 -3.450 -3.613
C 2.199 7.161 -1.469
H 3.019 -3.576 -5.090
H 6.620 2.013 6.141
C 2.527 -3.904 -1.081
O 0.655 8.079 1.025
H 5.331 3.184 5.507
C -3.026 -0.341 7.466
H 2.345 2.530 -0.920
C 1.201 1.946 8.507
H 2.206 -1.083 1.474
H -5.147 0.379 -2.709
O 2.061 6.282 -0.338
H -1.648 -0.470 -7.626
H 2.122 -4.275 -2.022
H 1.150 -0.879 -2.055
O 2.448 2.424 7.917
H 2.806 3.260 0.673
O 1.561 -5.966 -6.784
O 2.520 0.561 5.907
H 0.242 2.570 -4.937
H 1.806 7.918 3.062
O -0.528 2.450 -3.069
H -2.636 -4.886 -6.503
C 1.734 -0.867 2.432
C 0.268 1.897 -4.081
H 2.978 7.889 -1.243
H -4.703 -1.332 -2.570
H 1.258 1.972 -3.630
C -4.311 -0.319 -2.665
H 2.917 6.651 3.815
C -0.536 -1.456 5.098
C -2.224 -3.102 0.084
H -2.890 -2.732 -0.695
O 1.278 -3.357 -0.457
H -1.106 5.684 2.557
H -3.916 2.486 -1.800
O -3.722 -1.944 -5.519
H 1.676 -1.872 2.849
C -0.747 5.015 1.775
O 1.880 1.346 0.679
P 0.203 -4.401 0.197
H 0.948 -6.470 -2.197
H 2.555 -0.415 2.988
H -1.607 4.525 1.318
C 2.452 7.053 2.915
O -2.295 -3.239 8.124
H -2.128 -6.492 -6.016
P 0.568 -4.673 -6.997
O -1.239 -3.930 -0.557
C 1.836 3.207 4.578
C 1.948 -3.435 -4.944
O -1.820 -0.730 7.989
H 0.038 0.877 -4.389
H -2.849 0.309 -6.689
H 3.205 7.555 2.308
H 3.078 -4.697 -0.576
H -1.194 -0.896 4.434

Mulliken population analysis, charges in e, atoms 1 to 99: -0.115, 0.250, 0.971, 0.264, -0.387, 0.067, 0.733, 0.010, -0.142, 0.292, 0.175, -0.763, -0.848, -0.745, 0.379, 0.279, 0.274, -0.716, 0.324, 1.040, 0.350, -0.618, -0.218, -0.950, 0.313, -0.844, -0.016, -0.660, -0.261, -0.011, 0.261, 0.091, -1.160, 0.238, 0.329, -0.659, -0.030, 0.419, -1.030, 0.284, 0.292, -0.176, 0.308, 0.238, 0.120, 0.277, -0.190, 0.008, 0.367, 0.070, 0.470, 0.278, 0.292, 0.341, 0.371, -0.235, -0.278, -0.922, 0.269, -0.123, -0.016, 0.518, 0.274, 0.302, 0.214, 0.039, 0.270, 0.767, -0.508, -0.390, 0.876, 0.278, -0.066, 0.274, 0.328, -0.654, -0.255, 0.087, -0.288, -0.743, 0.504, 0.232, -3.074, -0.746, 0.216, -0.695, 0.331, -0.353, 0.214, 0.332, -0.154, 0.208, 0.050, 0.234, -0.396, 0.345, 0.013, -0.543, 0.372

---

Below is a cluster of 11 separate species, C24H73N3O15 in total at a distorted geometry, with properties calculated with ωB97M-V/def2-TZVPD.

Computed properties:
HOMO energy (hartree): -0.3393
Charge: 0
Multiplicity: 1
Kohn-Sham gap (Ha): 0.343
Lowest unoccupied orbital energy (eV): 0.11
Energy relative to the best compared isomer or geometry (same formula, charge and spin) (kJ/mol): 0.0
SMILES: COC[C@H](C)N.COC[C@H](C)N.COC[C@H](C)N.OCCO.OCCO.OCCO.OCCO.CO.CO.CO.CO

CARTESIAN COORDINATES (ANGSTROEM)
H 1.946 -1.438 -6.006
H -5.118 2.620 -1.749
H -3.823 -4.122 4.312
H -5.452 1.267 3.090
H -1.068 4.151 3.101
H -3.288 3.069 0.487
H 1.133 -1.149 6.537
H 4.152 -3.093 2.313
O -4.762 -1.630 -0.591
H -2.641 -1.859 2.872
H 0.257 0.185 -5.966
C 0.593 0.632 -0.530
H 5.701 1.295 -3.451
C -2.570 0.762 -3.989
H 2.118 1.201 -1.879
H 0.807 2.316 -1.948
H 1.751 -0.589 4.329
H -1.815 6.021 0.841
H -2.824 -0.265 -3.668
C -5.378 0.179 3.075
H 2.030 -2.979 0.740
C -4.514 -3.315 4.591
H 0.585 0.668 -2.649
C -0.966 4.516 2.076
O 2.194 -4.661 -2.406
O 6.195 -0.904 -1.736
H 4.009 0.992 -3.448
H 1.035 -2.247 4.274
C 4.736 -3.571 0.518
H 4.896 1.288 0.936
C 5.078 -0.616 -2.553
C 1.041 -2.625 1.060
N 0.737 1.530 0.633
C -1.821 5.742 1.909
H 0.471 1.037 1.482
H -5.418 -3.458 3.972
C 1.234 -0.746 -0.317
C 1.131 -4.031 -3.120
H 1.873 -0.643 -4.426
H -3.470 0.735 -1.552
H -6.044 -0.200 2.295
H -3.292 0.361 3.492
H -3.458 -3.162 -0.183
H -4.852 -3.353 5.625
H 0.057 4.625 1.719
O 1.319 1.738 -5.235
H -4.274 -2.325 2.357
H -2.712 0.786 -5.069
H 2.355 -3.039 7.433
H -1.422 6.637 2.390
H 0.241 -3.151 0.534
H -4.338 4.966 -1.989
H -4.276 -3.194 -1.779
H 3.772 -3.413 0.023
C 4.912 0.847 -2.838
O 3.485 1.152 2.468
H -0.479 0.386 -0.557
H 1.085 -4.396 -4.153
H 2.882 -1.133 6.441
H -0.852 2.859 1.056
H -3.975 0.917 1.046
O 4.674 1.523 -1.587
H -3.449 4.731 1.902
H 4.453 2.427 -1.833
C -3.580 4.203 -1.844
H 3.105 -3.111 4.122
H 5.491 -3.189 -0.174
O -3.416 1.683 -3.366
N -4.165 2.710 0.067
H -2.831 4.581 -1.134
H 4.972 -4.624 0.698
N -3.540 0.042 1.366
O 0.916 -1.222 0.976
C -3.813 -2.556 -1.030
C 2.167 -0.502 -5.474
H -4.352 -1.117 0.150
H 4.181 -0.980 -2.032
O 3.071 -2.155 4.025
C 4.187 1.897 1.485
H 2.325 -0.787 -0.486
H -2.170 1.922 -1.721
H -2.913 4.112 -2.713
H -4.848 3.436 0.301
C -3.919 -0.198 2.786
O -1.580 3.493 1.250
H -5.648 -0.299 4.014
C -3.233 1.726 -1.965
H 2.226 2.068 -5.249
H -2.919 -2.082 -1.467
H 3.027 -4.360 -2.777
O -3.964 -2.014 4.401
H 1.301 -2.947 -3.173
O 2.036 -3.055 6.527
H 6.152 -0.396 -0.918
H 3.459 2.317 0.775
H 5.227 -1.178 -3.475
C 1.276 0.566 -6.043
H 1.500 0.729 -7.102
C -3.707 -1.679 3.036
H 0.787 -1.415 -1.074
O 4.863 -2.810 1.726
H -1.517 0.967 -3.769
H 0.185 -4.226 -2.627
O 3.514 -0.115 -5.560
C 1.884 -1.637 4.589
H -2.541 0.239 1.367
H 1.722 1.753 0.729
C -4.099 2.838 -1.423
H 4.599 2.779 1.966
H 1.008 -2.903 2.117
C 1.020 1.254 -1.846
H 3.059 0.394 2.051
C 1.995 -1.668 6.080
O -3.149 5.510 2.393
H 4.066 -0.846 -5.274

Mulliken population analysis, charges in e, atoms 1 to 99: 0.468, 0.606, 0.300, 0.360, 0.266, 0.210, 0.341, 0.279, -0.565, 0.098, 0.272, 1.093, 0.340, -0.526, -0.281, 0.499, 0.230, 0.198, 0.270, -1.611, -0.364, -0.738, -0.002, -0.313, -0.499, -0.615, 0.075, 0.207, -0.185, 0.106, -0.098, -0.121, -0.127, -0.522, 0.430, 0.321, -0.815, -0.166, -0.136, 0.078, 0.325, 0.281, 0.208, 0.285, 0.361, -0.493, 0.418, 0.322, 0.303, 0.388, 0.350, 0.350, 0.322, -0.049, -0.112, -0.477, -0.213, 0.341, 0.355, 0.028, 0.192, -0.407, 0.307, 0.269, -1.313, 0.324, 0.190, -0.434, -0.534, 0.205, 0.259, 0.144, 0.073, -0.445, 0.233, 0.295, -0.017, -0.462, -0.422, 0.235, -0.194, 0.340, 0.370, 0.622, -0.378, 0.445, 0.258, 0.313, 0.036, 0.277, -0.376, -0.162, -0.543, 0.347, 0.173, 0.248, -0.767, 0.376, -0.547

---

What is the multiplicity in the second record?
1